1.
A single C5H8O2 molecule. Source: the OMol25 dataset; level of theory: ωB97M-V/def2-TZVPD.

The relative energy (zero: lowest compared OMol25 entry of this formula, charge and spin) is 183.8 kcal/mol. For the orbital gap, the calculation gives 9.624 eV.

CARTESIAN COORDINATES (ANGSTROEM)
O: 0.87 -1.03 1.33
O: 1.50 1.02 0.45
C: 0.14 0.75 0.57
C: -1.71 -0.07 -1.66
C: 1.94 -0.19 1.23
C: 0.17 -0.68 0.19
C: -1.11 0.28 -0.15
H: -2.86 0.44 -1.88
H: -0.28 0.81 1.51
H: -2.06 -1.19 -1.75
H: -0.87 0.27 -2.48
H: 2.86 -0.66 0.80
H: 0.79 -0.81 -0.70
H: -1.86 0.81 0.43
H: 2.47 0.25 2.12



2.
2 unconnected molecules or ions with the total composition CH2P2S. Source: the OMol25 dataset; level of theory: ωB97M-V/def2-TZVPD.

The relative energy (zero: lowest compared OMol25 entry of this formula, charge and spin) is 51.5 kcal/mol. For the orbital gap (alpha / beta), the calculation gives 6.233 / 6.234 eV.

CARTESIAN COORDINATES (ANGSTROEM)
S: -1.10 -1.17 -2.57
P: 0.30 0.06 -2.10
P: 0.59 1.27 0.92
C: -0.06 -0.14 0.47
H: 0.73 1.17 2.48
H: -0.45 -1.19 0.80



3.
A molecular structure, C37H37BrIrN6O5S2. Source: the OMol25 dataset; level of theory: ωB97M-V/def2-TZVPD.

Its spin multiplicity is 2. The relative energy (zero: lowest compared OMol25 entry of this formula, charge and spin) is 28.0 kcal/mol. For the orbital gap (alpha / beta), the calculation gives 5.955 / 2.892 eV. The total charge is +2.

CARTESIAN COORDINATES (ANGSTROEM)
Ir: 1.19 -1.14 -0.24
Br: 0.38 5.87 2.23
S: 3.85 -1.33 0.43
S: -0.13 -3.52 -2.09
O: 3.17 -1.55 -3.70
O: 1.63 -1.50 -2.13
O: 2.79 -2.39 0.45
O: -0.49 -2.39 -1.09
O: 5.12 -1.67 -0.10
N: 3.01 -0.21 -0.41
N: 0.47 -2.80 1.52
N: -0.15 0.19 -0.86
N: -3.19 3.56 -3.34
N: -4.42 2.74 -1.66
N: 0.91 -0.19 1.67
C: 0.04 0.93 -1.97
C: 0.81 -0.84 2.77
C: -5.16 3.64 -2.36
C: -2.88 -4.17 -1.94
C: 3.91 -1.56 3.11
C: -2.36 1.07 -0.68
C: 0.50 -4.43 3.76
C: -0.17 3.16 2.89
C: 0.38 -4.11 1.39
C: -6.99 4.99 -3.01
C: -4.40 4.17 -3.43
C: -0.04 1.79 2.75
C: -0.93 1.78 -2.46
C: 4.47 1.12 3.53
C: -2.16 1.86 -1.82
C: 0.39 -4.97 2.49
C: 3.45 -0.05 -1.78
C: 4.36 0.27 4.63
C: 2.79 -1.12 -2.66
C: -6.21 5.52 -4.09
C: -3.25 2.71 -2.26
C: 4.02 -0.68 2.05
C: -0.47 -2.90 -3.75
C: 0.62 -3.06 3.90
C: 4.31 0.66 2.24
C: -4.92 5.12 -4.32
C: 0.62 -2.29 2.74
C: 4.08 -1.08 4.40
C: 0.56 4.01 2.06
C: 0.83 1.25 1.80
C: 4.55 0.77 6.03
C: 1.54 2.11 0.96
C: -6.49 4.06 -2.15
C: -1.53 -1.81 -3.85
C: -1.46 -4.71 -1.85
C: 1.41 3.48 1.10
C: -1.35 0.26 -0.24
H: -3.19 -4.03 -2.97
H: 0.74 -2.59 4.87
H: -2.98 -3.23 -1.40
H: 5.51 0.41 6.43
H: 0.84 -0.33 3.72
H: 4.56 1.86 6.07
H: -6.66 6.25 -4.74
H: -1.25 -5.49 -2.58
H: 2.22 1.71 0.22
H: -8.00 5.35 -2.89
H: 0.32 -4.50 0.38
H: 4.71 2.17 3.70
H: 3.70 -2.61 2.94
H: 1.98 4.15 0.46
H: 3.77 0.41 6.69
H: -2.53 -2.21 -4.02
H: -2.40 3.72 -3.95
H: 0.31 -6.04 2.34
H: 4.41 1.33 1.40
H: 4.53 -0.15 -1.86
H: -0.70 2.35 -3.35
H: -1.57 -1.20 -2.94
H: -3.56 -4.89 -1.49
H: -1.25 -5.13 -0.86
H: 0.50 -5.08 4.63
H: -0.65 1.15 3.37
H: 1.00 0.84 -2.45
H: -4.34 5.53 -5.13
H: 3.15 0.94 -2.13
H: -1.28 -1.15 -4.68
H: -3.31 1.10 -0.16
H: -1.47 -0.38 0.62
H: -7.07 3.66 -1.33
H: 4.01 -1.76 5.24
H: -0.85 3.57 3.62
H: 0.50 -2.55 -4.08
H: -0.73 -3.79 -4.33



4.
9 unconnected molecules or ions with the total composition C30H58F6N2O26P5. Source: the OMol25 dataset; level of theory: ωB97M-V/def2-TZVPD.

The relative energy (zero: lowest compared OMol25 entry of this formula, charge and spin) is 121.8 kcal/mol. For the orbital gap, the calculation gives 6.648 eV. The total charge is -1.

CARTESIAN COORDINATES (ANGSTROEM)
P: -18.85 -7.73 12.43
P: -24.88 -7.02 10.88
P: -23.90 -7.18 17.35
P: -30.63 -3.74 13.17
P: -24.32 -12.22 6.03
F: -23.42 -7.66 10.62
F: -26.41 -6.59 10.97
F: -24.33 -6.03 12.04
F: -25.28 -8.21 9.93
F: -24.55 -5.94 9.69
F: -25.11 -8.00 12.06
O: -25.47 -13.12 6.12
O: -23.83 -9.73 14.28
O: -27.00 -11.30 13.43
O: -28.10 -8.75 12.93
O: -25.35 -7.11 16.68
O: -29.78 -2.48 12.41
O: -18.88 -6.88 11.02
O: -20.04 -7.01 13.31
O: -27.77 -12.32 8.74
O: -28.92 -9.75 8.54
O: -31.89 -4.06 12.17
O: -25.75 -2.02 12.40
O: -24.43 -10.98 4.99
O: -17.47 -7.78 13.03
O: -23.14 -5.99 16.86
O: -24.21 -7.11 19.00
O: -24.28 -10.53 11.72
O: -29.71 -5.11 13.08
O: -29.45 -1.00 9.08
O: -23.28 -8.63 17.14
O: -31.21 -3.42 14.49
O: -20.48 -13.44 11.99
O: -19.37 -9.23 12.05
O: -19.64 -12.01 14.28
O: -23.80 -11.58 7.42
O: -22.94 -12.96 5.52
N: -28.68 -2.98 9.84
N: -23.71 -2.14 13.27
C: -27.51 -3.74 10.41
C: -24.70 -10.98 8.28
C: -27.88 -9.57 12.07
C: -23.18 -11.05 12.42
C: -29.39 -1.32 13.06
C: -21.67 -10.88 14.34
C: -21.40 -7.26 12.88
C: -27.90 -11.53 9.72
C: -24.12 -9.70 17.40
C: -22.38 -12.00 11.89
C: -28.54 -1.68 9.65
C: -28.44 -5.23 13.82
C: -28.29 -9.20 10.74
C: -18.70 -5.52 11.08
C: -19.70 -9.65 10.73
C: -22.41 -2.77 13.28
C: -25.64 -10.38 4.70
C: -29.90 -3.82 9.47
C: -27.50 -11.86 11.10
C: -25.24 -6.22 19.35
C: -23.61 -0.75 13.77
C: -25.40 -6.99 15.20
C: -22.99 -10.51 13.78
C: -22.74 -13.39 4.22
C: -27.37 -10.97 12.19
C: -24.85 -2.63 12.73
C: -32.61 -5.27 12.31
C: -21.16 -12.57 12.52
C: -28.34 -10.08 9.73
C: -20.84 -11.82 13.81
H: -28.18 -4.28 14.28
H: -26.18 -6.64 19.00
H: -22.77 -0.36 13.19
H: -21.67 -8.10 12.24
H: -24.98 -9.56 16.74
H: -26.18 -10.20 5.63
H: -21.76 -6.37 12.35
H: -24.76 -3.72 12.89
H: -25.20 -5.26 18.84
H: -33.25 -5.24 13.19
H: -27.63 -5.39 13.11
H: -21.88 -13.01 3.68
H: -22.06 -2.51 14.28
H: -19.15 -9.16 9.93
H: -19.55 -10.71 10.55
H: -21.80 -2.25 12.54
H: -27.63 -4.11 11.42
H: -29.91 -0.40 12.80
H: -26.76 -10.53 13.95
H: -22.53 -3.81 13.00
H: -21.38 -10.34 15.22
H: -28.47 -5.96 14.63
H: -25.16 -6.25 20.44
H: -25.98 -7.81 14.76
H: -25.43 -9.33 4.50
H: -24.53 -9.96 8.63
H: -33.40 -5.50 11.59
H: -30.38 -4.30 10.32
H: -24.46 -9.64 12.02
H: -31.97 -6.15 12.22
H: -26.13 -10.96 3.92
H: -26.53 -3.27 10.48
H: -24.54 -0.23 13.58
H: -19.33 -12.64 13.63
H: -22.61 -12.27 10.87
H: -28.41 -1.03 12.69
H: -27.64 -1.30 10.16
H: -27.08 -12.76 11.54
H: -24.42 -9.91 18.43
H: -29.05 -1.45 14.08
H: -21.97 -7.35 13.81
H: -24.91 -11.73 9.05
H: -25.80 -6.05 14.82
H: -25.70 -10.83 7.85
H: -29.48 -4.54 8.77
H: -17.98 -5.29 11.86
H: -28.85 -10.43 7.86
H: -30.66 -3.25 8.92
H: -22.62 -14.47 4.22
H: -28.55 -8.16 10.61
H: -19.64 -4.97 11.22
H: -23.65 -13.34 3.62
H: -23.71 -10.69 17.21
H: -18.14 -5.05 10.27
H: -23.45 -0.70 14.85
H: -20.78 -9.52 10.72
H: -24.51 -7.29 14.64
H: -27.39 -4.65 9.82



5.
A single C21H24N2O5S molecule. Source: the OMol25 dataset; level of theory: ωB97M-V/def2-TZVPD.

The relative energy (zero: lowest compared OMol25 entry of this formula, charge and spin) is 31.0 kcal/mol. For the orbital gap, the calculation gives 8.209 eV.

CARTESIAN COORDINATES (ANGSTROEM)
S: -3.45 -2.22 -0.43
O: 7.40 -0.96 0.81
O: 2.98 0.04 -1.49
O: 7.91 0.50 -0.82
O: -3.77 -3.58 -0.09
O: -3.89 -1.70 -1.69
N: -4.02 -1.29 0.85
N: 2.41 -1.47 0.14
C: -6.16 1.49 -0.34
C: 3.29 -0.68 -0.56
C: -1.00 -2.64 0.73
C: -1.69 -2.00 -0.29
C: -6.69 -0.95 -0.15
C: -4.47 0.02 0.51
C: 1.04 -1.62 -0.04
C: -5.75 3.95 -0.61
C: 7.07 -0.26 -0.11
C: 9.55 1.45 0.70
C: -3.60 1.09 0.67
C: -5.30 2.58 -0.21
C: -4.03 2.36 0.30
C: 4.68 -0.81 -0.06
C: 9.28 0.49 -0.45
C: 0.36 -2.45 0.85
C: -5.76 0.21 0.01
C: 5.68 -0.12 -0.62
C: -1.03 -1.18 -1.19
C: -2.22 0.91 1.24
C: 0.34 -0.98 -1.07
H: -1.47 0.95 0.44
H: 9.23 2.45 0.44
H: -3.35 3.19 0.41
H: -6.67 4.22 -0.09
H: 0.90 -2.94 1.64
H: 2.80 -2.01 0.90
H: -4.72 -1.83 1.34
H: -1.55 -3.28 1.40
H: -7.15 1.65 -0.73
H: 5.52 0.54 -1.45
H: -2.01 1.71 1.94
H: -2.14 -0.05 1.74
H: -7.62 -0.64 -0.61
H: -6.22 -1.72 -0.77
H: -1.59 -0.71 -1.97
H: 10.62 1.46 0.92
H: -5.97 3.97 -1.68
H: 4.89 -1.47 0.77
H: -6.92 -1.40 0.82
H: 9.01 1.13 1.59
H: 9.83 0.79 -1.34
H: 0.87 -0.35 -1.76
H: -4.99 4.69 -0.39
H: 9.56 -0.53 -0.16



6.
A molecular structure, C2BeFO. Source: the OMol25 dataset; level of theory: ωB97M-V/def2-TZVPD.

The relative energy (zero: lowest compared OMol25 entry of this formula, charge and spin) is 8.5 kcal/mol. For the orbital gap, the calculation gives 7.765 eV. The total charge is +1.

CARTESIAN COORDINATES (ANGSTROEM)
F: -1.34 0.90 0.15
O: 0.29 -0.61 0.79
C: -0.18 -0.96 -0.96
C: -0.32 0.15 -0.15
Be: 1.59 -0.25 -0.25



7.
2 unconnected molecules or ions with the total composition C7H10N2O3P. Source: the OMol25 dataset; level of theory: ωB97M-V/def2-TZVPD.

The relative energy (zero: lowest compared OMol25 entry of this formula, charge and spin) is 28.7 kcal/mol. For the orbital gap, the calculation gives 8.238 eV. The total charge is -1.

CARTESIAN COORDINATES (ANGSTROEM)
P: 2.50 0.44 0.35
O: 2.95 0.50 -1.03
O: 2.13 1.75 1.02
O: 3.72 -0.17 1.15
N: 0.58 -1.37 -2.35
N: 1.16 -1.84 0.65
C: 0.94 -0.64 0.37
C: -0.41 0.08 0.33
C: -1.31 -0.31 1.29
C: -2.57 0.32 1.41
C: -2.92 1.23 0.45
C: -2.09 1.56 -0.55
C: -0.79 1.00 -0.65
H: 0.83 -0.85 -3.16
H: 3.58 -0.41 2.21
H: -0.25 1.03 -1.51
H: 0.30 -2.40 0.59
H: -3.84 1.69 0.43
H: -1.04 -1.00 2.03
H: 1.09 -2.27 -2.40
H: 1.01 -0.71 -1.54
H: -3.13 0.03 2.25
H: -2.43 2.33 -1.33



8.
A molecular structure, C30H28Br2CoN2OSi2. Source: the OMol25 dataset; level of theory: ωB97M-V/def2-TZVPD.

Its spin multiplicity is 2. The relative energy (zero: lowest compared OMol25 entry of this formula, charge and spin) is 15.1 kcal/mol. For the orbital gap (alpha / beta), the calculation gives 3.257 / 4.822 eV. The total charge is -2.

CARTESIAN COORDINATES (ANGSTROEM)
Br: -3.33 2.29 -3.28
Br: -1.60 7.21 -1.28
Co: -0.67 -0.68 -0.59
Si: -0.21 -0.45 1.63
Si: 1.51 -0.28 -1.22
O: -1.35 1.15 -1.16
N: -2.54 -1.49 -0.99
N: 0.55 2.60 0.27
C: 2.65 -1.56 -2.12
C: 3.81 0.21 0.54
C: 0.48 5.37 0.35
C: -0.41 -1.88 2.89
C: -1.28 -3.45 -0.70
C: -0.47 4.67 -0.43
C: 0.10 -5.40 -0.28
C: 1.43 3.27 0.97
C: 0.96 -3.17 0.08
C: -1.00 0.94 2.70
C: -1.45 5.30 -1.23
C: -2.56 -2.84 -1.00
C: 3.77 0.28 2.94
C: 4.48 0.38 1.75
C: 1.43 4.67 1.05
C: -3.76 -3.54 -1.20
C: -3.69 -0.83 -1.14
C: 1.71 -0.12 1.68
C: 2.40 0.03 2.89
C: -1.35 2.40 -1.19
C: -2.22 3.17 -2.01
C: -0.23 -2.53 -0.37
C: 1.13 -4.53 0.12
C: 1.97 1.26 -2.30
C: -4.91 -1.44 -1.34
C: -4.94 -2.84 -1.38
C: -1.10 -4.84 -0.68
C: -0.40 3.25 -0.42
C: 2.44 -0.03 0.47
C: -2.28 4.57 -2.02
H: 2.17 5.19 1.64
H: 1.79 -2.55 0.41
H: -5.87 -3.37 -1.53
H: 1.85 -0.05 3.83
H: 4.27 0.40 3.89
H: 0.23 -6.47 -0.28
H: 4.38 0.29 -0.38
H: 5.55 0.57 1.77
H: -0.66 1.93 2.41
H: -2.09 0.92 2.58
H: -3.61 0.25 -1.08
H: 1.17 2.00 -2.31
H: 2.89 1.75 -1.95
H: -0.78 0.79 3.76
H: 2.40 -2.59 -1.85
H: 3.70 -1.39 -1.88
H: 2.13 0.93 -3.33
H: -2.99 5.06 -2.67
H: 2.17 2.68 1.50
H: 0.46 6.45 0.38
H: -0.07 -1.59 3.89
H: 2.07 -4.94 0.47
H: -3.77 -4.62 -1.18
H: 0.15 -2.77 2.57
H: -1.46 -2.17 2.96
H: 2.53 -1.46 -3.20
H: -5.80 -0.85 -1.46
H: -1.91 -5.50 -0.99



9.
3 unconnected molecules or ions with the total composition C2H13N2O2. Source: the OMol25 dataset; level of theory: ωB97M-V/def2-TZVPD.

The relative energy (zero: lowest compared OMol25 entry of this formula, charge and spin) is 41.9 kcal/mol. For the orbital gap, the calculation gives 10.170 eV. The total charge is +1.

CARTESIAN COORDINATES (ANGSTROEM)
O: -1.56 -2.33 -0.65
O: -1.84 0.42 2.39
N: -0.63 0.95 -0.12
N: 2.35 0.98 -0.04
C: 0.30 -0.21 -0.40
C: 1.64 0.38 -1.09
H: -2.07 -3.20 -0.44
H: 2.47 1.93 -0.09
H: 1.53 1.02 -1.86
H: 0.56 -0.83 0.43
H: -2.61 -0.05 2.54
H: -0.15 -0.89 -1.03
H: 2.12 -0.41 -1.58
H: 3.12 0.35 0.12
H: -1.66 0.87 3.30
H: -1.14 -2.70 -1.45
H: -1.07 0.86 0.86
H: -1.31 1.08 -0.82
H: -0.05 1.78 -0.05



10.
5 unconnected molecules or ions with the total composition C34H40F5O4P. Source: the OMol25 dataset; level of theory: ωB97M-V/def2-TZVPD.

For the orbital gap, the calculation gives 9.119 eV.

CARTESIAN COORDINATES (ANGSTROEM)
P: 2.26 -7.63 3.21
F: -0.79 1.84 2.74
F: 0.72 6.77 -2.05
F: 2.94 -6.15 3.79
F: -2.43 -1.71 -0.41
F: -4.67 4.21 -1.88
O: 6.13 -8.41 -2.37
O: 1.17 -5.73 1.43
O: 0.87 -2.79 1.08
O: 5.46 -9.71 -0.60
C: 0.35 4.07 0.14
C: -4.02 -0.26 0.54
C: 2.88 7.14 -1.19
C: 1.62 7.61 -1.53
C: -4.82 0.87 0.44
C: -5.61 4.97 -2.46
C: -0.81 4.79 -0.11
C: -1.97 3.51 1.57
C: -1.97 4.51 0.61
C: -7.07 5.40 -4.31
C: 1.16 -7.15 1.74
C: 0.36 3.08 1.11
C: -0.80 2.80 1.81
C: -4.79 1.63 -0.73
C: 4.36 -8.25 1.21
C: -6.09 4.62 -3.71
C: -0.29 -3.65 1.22
C: -6.09 6.09 -1.79
C: -7.56 6.53 -3.65
C: 3.76 -8.64 2.66
C: 6.48 -9.12 -1.39
C: 3.48 9.35 -0.45
C: -3.97 1.26 -1.79
C: 2.21 9.81 -0.78
C: 0.54 -1.39 1.25
C: 5.52 -9.31 0.79
C: 0.04 -5.04 1.99
C: 3.81 8.01 -0.65
C: 8.05 -9.32 -1.18
C: -3.20 -0.62 -0.52
C: 1.27 8.94 -1.33
C: -7.06 6.88 -2.40
C: -3.17 0.13 -1.68
C: 0.88 -1.00 2.79
H: -5.70 3.74 -4.21
H: 4.80 7.65 -0.39
H: -2.88 5.07 0.42
H: 3.58 -8.21 0.38
H: 4.60 -8.41 3.42
H: 4.92 -7.25 1.36
H: -5.46 1.16 1.26
H: 5.40 -10.26 1.42
H: 4.21 10.03 -0.02
H: -5.42 2.51 -0.81
H: 1.25 4.29 -0.42
H: 1.44 -7.71 0.77
H: -0.71 -3.84 0.17
H: -2.51 -0.17 -2.49
H: -7.44 7.76 -1.89
H: -2.86 3.27 2.13
H: 0.09 -7.52 1.99
H: -8.32 7.15 -4.12
H: 1.50 -0.03 2.86
H: -4.04 -0.87 1.44
H: 8.63 -8.52 -1.76
H: -0.94 -5.65 1.96
H: 0.29 9.28 -1.61
H: -5.70 6.34 -0.81
H: -7.46 5.13 -5.28
H: -0.08 -0.95 3.43
H: 3.12 6.09 -1.35
H: -0.57 -1.15 1.03
H: 0.19 -4.74 3.09
H: 8.42 -10.35 -1.53
H: 8.37 -9.23 -0.08
H: 6.56 -8.89 1.05
H: 1.16 -0.71 0.55
H: 3.62 -9.77 2.68
H: 1.26 2.51 1.32
H: 1.49 -1.86 3.21
H: 1.95 10.85 -0.62
H: -0.82 5.57 -0.86
H: -1.10 -3.11 1.85
H: -3.95 1.85 -2.70



11.
A molecular structure, IMn. Source: the OMol25 dataset; level of theory: ωB97M-V/def2-TZVPD.

Its spin multiplicity is 6. The relative energy (zero: lowest compared OMol25 entry of this formula, charge and spin) is 36.0 kcal/mol. For the orbital gap (alpha / beta), the calculation gives 8.775 / 8.972 eV. The total charge is +1.

CARTESIAN COORDINATES (ANGSTROEM)
I: 0.22 -0.86 -0.52
Mn: -0.22 0.86 0.52



Looking at E for the records above, in order, we have -345.5121; -1120.0519; -5611.0514; -5550.0940; -1698.5541; -265.5415; -949.4227; -8454.5882; -343.7097; -2461.0566; -1448.3283 hartree.